1.
This record from the OMol25 dataset describes a molecular structure, C35H38MnN10O2PS. The level of theory is the ωB97M-V functional and the def2-TZVPD basis.

## Properties
**<S²>**: 6.1091
**Relative energy (zero: lowest compared OMol25 entry of this formula, charge and spin)**: 1.6 kcal/mol
**Orbital gap (alpha / beta)**: 6.4089 / 7.5740 eV
**Molecular weight**: 748.7 g mol⁻¹
**2S+1**: 5
**Net charge**: +2

Geometry as XYZ:
```
88
Properties=species:S:1:pos:R:3:forces:R:3:mulliken_spin:R:1
Mn -0.1161 -0.7693 0.3032 -0.2 0.0 -0.7 4.131
S -2.8573 1.0341 1.8181 -0.1 0.0 -0.2 0.011
P 1.1246 0.4671 1.8947 0.2 0.2 0.4 -0.165
O 1.3192 1.7752 -2.2547 0.0 0.1 -0.1 0.008
O 1.9206 -2.0843 -0.0266 -0.1 0.0 -0.1 0.032
N -1.1842 -1.9254 -0.9701 0.1 -0.1 0.1 -0.060
N 1.3099 -0.1878 -1.0320 0.0 -0.1 0.2 -0.091
N 0.1233 0.1768 3.2265 0.2 0.0 0.2 -0.002
N -0.9914 -1.4775 2.0286 0.2 0.0 0.0 -0.015
N -1.8861 2.3535 -0.3831 -0.2 -0.1 0.1 0.019
N -1.0456 1.3228 -0.8162 0.1 0.1 0.1 0.026
N -2.8433 4.3229 -0.2581 0.2 0.0 -0.2 0.001
N -2.9594 -2.4884 -2.4283 0.0 0.0 0.0 0.010
N -3.2314 3.5151 0.7683 0.1 -0.2 -0.1 0.001
N -3.1481 -0.7359 -0.9371 -0.1 0.2 0.3 0.011
C -0.7744 -0.8640 3.2074 0.0 -0.1 0.1 0.005
C 5.1703 -0.1325 -3.5869 0.0 0.0 0.0 0.002
C -2.0200 3.6050 -0.9553 -0.1 0.2 0.1 -0.001
C 1.9499 2.7520 0.6196 0.0 0.0 0.0 -0.002
C 3.1411 0.1629 -2.4153 0.0 0.0 -0.1 0.006
C 4.6057 0.9796 3.8526 0.0 0.0 0.0 0.000
C -2.2220 -3.5781 -3.0579 0.1 0.0 0.0 0.000
C -2.5690 -2.9306 3.0857 0.1 0.0 -0.1 -0.003
C 4.4646 -1.8221 -1.9913 0.0 0.1 0.0 0.003
C 3.4720 -1.0410 2.3032 0.0 -0.2 0.0 0.001
C -1.4451 -1.2515 4.3686 0.0 0.0 -0.1 -0.009
C 1.8384 0.7258 -1.9423 0.0 -0.1 0.0 0.015
C -2.4192 -1.7428 -1.4517 0.0 0.0 -0.1 0.029
C -0.0325 4.3664 1.7149 0.0 0.0 0.0 0.003
C 3.3771 1.1839 3.2508 0.1 -0.1 -0.1 -0.003
C 1.8623 4.0838 0.2542 0.0 0.0 0.0 0.004
C -1.8766 -2.5016 1.9859 0.0 -0.1 0.1 0.029
C 4.0392 0.6457 -3.3409 0.0 -0.1 0.1 -0.002
C 5.3785 -1.3407 -2.9282 0.0 0.0 0.0 0.001
C -2.6688 2.3021 0.7379 0.0 -0.1 0.1 0.008
C 3.3513 -1.0438 -1.7546 0.0 0.0 0.0 0.005
C 1.0274 2.2200 1.5219 0.0 0.0 0.1 -0.012
C -2.3470 -2.2833 4.3025 0.0 0.0 -0.1 0.007
C -1.2771 -4.1673 -2.0397 0.0 0.0 0.0 0.000
C 4.7097 -1.2269 2.8998 0.0 0.0 0.0 -0.001
C -4.5635 -0.4843 -1.2142 0.0 0.0 0.0 0.000
C 2.1906 -1.2140 -0.8608 -0.1 -0.3 0.1 -0.041
C 0.0371 3.0280 2.0739 0.0 0.0 0.1 -0.019
C 2.8052 0.1693 2.4702 -0.1 0.2 0.0 -0.008
C 0.8695 4.8891 0.8001 0.0 0.0 0.0 -0.009
C -0.3992 -3.0561 -1.5039 0.1 -0.1 0.0 0.071
C -5.1950 -1.7082 -1.8407 0.0 0.0 0.0 0.001
C 5.2756 -0.2234 3.6706 0.0 0.0 0.0 -0.001
C -1.3054 4.0325 -2.1779 0.0 0.0 0.0 0.001
C -4.2878 -2.1800 -2.9590 -0.1 0.1 0.0 -0.001
H -1.6782 -3.2110 -3.9344 0.0 0.0 0.0 0.000
H -2.9515 -4.3099 -3.4030 0.0 0.0 0.0 0.000
H -1.6888 3.5093 -3.0542 0.0 0.0 0.0 0.000
H 3.0352 -1.8370 1.7157 0.1 0.1 0.1 0.001
H -4.6665 -3.0873 -3.4263 0.0 0.0 0.0 0.000
H -1.4623 5.0986 -2.3140 0.0 0.0 0.0 0.000
H 5.0442 1.7617 4.4549 0.0 0.0 0.0 0.000
H -2.8160 -0.3242 -0.0611 -0.1 -0.1 -0.1 0.032
H -0.7876 5.0020 2.1537 0.0 0.0 0.0 0.000
H -0.6595 -4.9426 -2.4906 0.0 0.0 0.0 0.000
H 2.7423 2.1349 0.2132 0.0 0.0 0.0 0.000
H 2.8771 2.1333 3.3812 -0.1 0.1 0.0 -0.001
H -1.4822 0.8573 -1.6148 0.0 0.1 0.1 0.006
H 0.8110 5.9322 0.5235 0.0 0.0 0.0 0.000
H -5.3079 -2.5024 -1.1003 0.0 0.0 0.0 0.000
H 4.6242 -2.7597 -1.4786 0.0 0.0 0.0 0.000
H -1.2493 -0.7335 5.2946 0.0 0.0 0.1 0.000
H 5.2301 -2.1635 2.7624 0.0 0.0 0.0 0.000
H 5.9008 0.2070 -4.3065 0.0 0.0 0.0 0.000
H 6.2659 -1.9160 -3.1487 0.0 0.0 0.0 0.000
H -4.2068 -1.4161 -3.7396 0.0 0.0 0.0 0.000
H 2.5734 4.4971 -0.4458 0.0 0.0 0.0 0.000
H -1.8492 -4.6264 -1.2293 0.0 0.0 0.0 0.000
H -0.2368 3.8307 -2.1025 0.0 0.0 0.0 0.000
H -2.8769 -2.5922 5.1910 0.0 0.0 0.1 0.000
H -6.1826 -1.4684 -2.2302 0.0 0.0 0.0 0.000
H 6.2399 -0.3766 4.1335 0.0 0.0 0.0 0.000
H -4.6546 0.3748 -1.8860 0.0 0.0 0.0 0.001
H 0.2410 -3.4353 -0.7052 -0.1 0.0 -0.1 -0.005
H 0.3695 0.5526 4.1378 -0.1 -0.1 -0.2 -0.002
H -3.2624 -3.7522 3.0000 0.0 0.0 0.0 0.000
H -0.6711 2.6141 2.7808 0.0 0.0 0.0 0.000
H -3.8988 3.8420 1.4522 0.1 -0.1 -0.1 0.000
H 3.8733 1.5818 -3.8532 0.0 0.0 0.0 0.000
H 0.2630 -2.6937 -2.2996 0.0 0.0 0.0 0.000
H -2.0002 -2.9648 1.0185 0.0 0.0 0.0 0.001
H -0.1666 1.7483 -1.1533 -0.2 -0.1 0.0 -0.022
H -5.0331 -0.2175 -0.2680 0.0 0.0 0.0 0.000
```
Positions in Å, forces in eV/Å.


2.
This record from the OMol25 dataset describes 4 unconnected molecules or ions with the total composition C4H17NO3. The level of theory is the ωB97M-V functional and the def2-TZVPD basis.

## Properties
**Relative energy (zero: lowest compared OMol25 entry of this formula, charge and spin)**: 21.7 kcal/mol
**Orbital gap**: 9.6805 eV
**SMILES string**: CNC(C)C.O.O.O
**Molecular weight**: 127.2 g mol⁻¹
**2S+1**: 1
**Net charge**: 0

Geometry as XYZ:
```
25
Properties=species:S:1:pos:R:3:forces:R:3:mulliken_charge:R:1
O 1.4787 0.0844 2.4917 1.8 -1.4 -0.8 -0.735
O -0.1402 2.6525 -1.6497 0.4 0.5 0.9 -0.643
O 1.8700 2.1260 0.4425 0.2 -0.3 0.5 -0.646
N -0.3086 0.0257 0.3566 -0.8 0.0 0.7 0.020
C 0.0508 -0.8209 -0.7799 0.4 1.0 -0.9 0.688
C -0.9567 -0.7263 -1.9278 -0.8 -0.4 -0.3 -1.613
C 0.4494 -2.2210 -0.3466 -0.8 0.1 0.5 -1.483
C -1.4963 -0.4290 1.0832 0.1 -0.6 0.5 -1.061
H -0.2107 -2.5700 0.4449 -0.2 -0.1 0.0 0.337
H 1.4386 -2.2064 0.1015 0.2 -0.2 -0.3 0.314
H 1.9672 1.1875 0.6928 -0.1 0.0 -0.4 0.324
H -2.3465 -0.7482 0.4751 0.0 0.0 -0.2 0.338
H -0.4587 -0.6948 -2.8896 0.3 -0.5 -0.2 0.416
H 0.3108 -2.9272 -1.1604 0.5 -0.1 -0.1 0.420
H -1.5507 0.1895 -1.9750 0.2 0.1 0.6 0.345
H -1.6678 -1.5557 -1.9243 0.0 -0.1 -0.1 0.415
H -1.2049 -1.2704 1.7179 -0.3 -0.1 0.0 0.370
H 1.6298 2.4523 1.3177 -0.1 0.4 -0.2 0.299
H 0.6186 -0.1196 2.0847 -0.1 1.3 0.4 0.387
H -0.5313 0.9633 0.0381 0.4 -0.1 -0.3 0.043
H 0.6954 2.5748 -1.1474 0.0 -0.5 -0.3 0.326
H 0.9480 -0.3899 -1.2314 0.2 0.3 0.4 0.201
H -1.8653 0.3265 1.7778 0.2 0.3 -0.2 0.372
H -0.4931 3.4003 -1.1478 -0.5 0.0 -0.4 0.297
H 1.7737 0.6969 3.1555 -1.3 0.3 0.4 0.271
```
Positions in Å, forces in eV/Å.


3.
This record from the OMol25 dataset describes 2 unconnected molecules or ions with the total composition C6H6O2S. The level of theory is the ωB97M-V functional and the def2-TZVPD basis.

## Properties
**Relative energy (zero: lowest compared OMol25 entry of this formula, charge and spin)**: 73.6 kcal/mol
**Orbital gap (alpha / beta)**: 7.5783 / 7.2406 eV
**Molecular weight**: 142.2 g mol⁻¹
**2S+1**: 1
**Net charge**: 0

Geometry as XYZ:
```
15
Properties=species:S:1:pos:R:3:forces:R:3:mulliken_charge:R:1
S 2.2106 1.8598 0.0695 -0.1 0.1 0.0 -0.178
O -0.5536 1.1690 1.0245 0.5 0.3 0.0 -0.342
O 3.7148 -1.4050 0.5094 -0.9 -0.1 0.3 -0.359
C -1.8343 0.8282 1.2407 -0.8 -0.5 -0.1 -0.392
C -1.0824 -0.5140 -0.3541 0.5 0.4 0.2 -0.725
C 2.5470 -1.4018 0.6920 0.7 1.2 -1.1 0.122
C -2.2102 -0.2003 0.4264 0.1 0.4 0.4 -0.325
C -0.0825 0.3635 0.0416 -0.4 -0.8 -0.7 0.728
C 1.2347 0.4949 -0.4300 0.9 -0.3 0.6 -0.672
H -3.1695 -0.6724 0.3851 -0.3 0.0 0.1 0.409
H -1.0004 -1.2642 -1.1131 0.1 -0.1 -0.2 0.445
H -2.3693 1.3947 1.9772 0.0 0.1 0.1 0.458
H 1.9635 -2.0750 1.3287 -0.2 -0.5 0.4 0.265
H 1.4969 0.0374 -1.3666 -0.1 -0.1 -0.1 0.430
H 3.2927 1.5019 -0.6304 0.0 0.0 0.0 0.134
```
Positions in Å, forces in eV/Å.


Number 1: F_max 0.0139 hartree/bohr. Number 2: F_max 0.0466 hartree/bohr. Number 3: F_max 0.0335 hartree/bohr.